Molecular formula: C32H50AuClO2P
Method: DFT, wB97M-V/def2-TZVPD

## Properties
Multiplicity: 3
Total energy, a.u.: -2336.96342
Total charge: -1

```
87
Properties=species:S:1:pos:R:3:mulliken_spin:R:1
Au 0.1963 0.3688 1.0474 0.57
Cl 2.4217 1.2963 0.7315 0.22
P 0.1159 0.4184 -1.9751 -0.05
O -1.1352 2.8773 1.6918 0.02
O -1.2821 3.8184 -0.3630 0.00
C 0.5326 2.4564 -4.1612 0.00
C -0.0422 2.0861 2.2083 0.27
C -0.2950 -4.1410 1.1354 0.11
C -1.7066 -1.6725 -2.6038 -0.21
C -3.6024 -1.5337 -4.3167 0.00
C -1.4760 -1.5394 1.7960 0.07
C -0.1547 -1.7459 1.0475 0.13
C -1.7432 -2.7291 2.7171 0.05
C 2.7955 -0.0949 -2.7479 0.00
C 3.8228 -1.1184 -3.2520 0.00
C 1.3822 2.9282 -1.8987 0.00
C 2.1456 -1.8364 -5.0425 0.00
C -1.5727 -4.0785 2.0127 0.05
C 0.2187 6.7686 2.9187 0.00
C -1.5877 -0.1399 -2.6145 0.01
C 2.1947 5.5554 2.1659 0.00
C 1.2512 4.8401 -3.5294 0.00
C 3.6018 -1.4747 -4.7255 0.00
C 1.1269 -0.8422 -4.4638 0.00
C 0.0198 4.9539 1.3463 0.02
C -0.0205 -2.8866 0.3649 0.50
C 1.1990 4.4299 -2.0623 0.00
C 0.3654 3.9610 -4.4217 0.00
C -3.1069 -2.1482 -3.0041 -0.02
C 1.5948 6.5064 3.0032 0.00
C -0.8398 3.8659 0.7740 -0.01
C 0.2973 2.1823 -2.6711 0.00
C -3.4502 -0.0117 -4.3534 0.00
C -0.5725 5.9984 2.0679 0.00
C -2.0490 0.4588 -3.9529 0.00
C 1.4076 4.7989 1.2902 -0.01
C 1.3697 -0.6187 -2.9634 0.00
H -0.9734 -2.1064 -3.3002 0.01
H 4.8348 -0.7252 -3.1063 0.00
H 1.9271 -2.8313 -4.6315 0.00
H -3.1055 -3.2402 -3.0803 0.00
H 2.2096 7.0786 3.6970 0.00
H -4.1773 0.4456 -3.6714 0.00
H -4.6552 -1.7934 -4.4693 0.00
H -2.4719 -4.3111 1.4376 -0.01
H 1.9528 4.9630 -1.4712 0.00
H -0.2329 7.5535 3.5223 0.00
H 1.8314 4.0182 0.6680 0.00
H -1.0583 -2.6831 3.5693 -0.03
H -1.4526 -2.0575 -1.6053 0.22
H -2.2379 0.2711 -1.8179 0.00
H 3.9039 -0.6245 -5.3510 0.00
H 3.2757 5.3869 2.1707 0.00
H 2.9602 0.1411 -1.6859 -0.01
H -3.8082 -1.8911 -2.2010 0.00
H 0.5716 4.1747 -5.4767 0.00
H -0.6753 2.6119 -2.3707 0.00
H -2.7459 -2.6431 3.1392 -0.01
H -0.3597 1.7029 3.2071 -0.01
H 0.6070 -2.9506 -0.5198 0.01
H 2.0019 -1.9076 -6.1285 0.00
H -0.1529 1.8992 -4.8112 0.00
H 0.9461 5.8878 -3.6202 0.00
H 1.3294 2.6484 -0.8382 0.00
H -3.0457 -1.9710 -5.1551 0.00
H -3.6787 0.3676 -5.3562 0.00
H -1.4849 -0.6182 2.4084 -0.03
H -2.3164 -1.4325 1.1036 0.00
H 3.7398 -2.0265 -2.6414 0.00
H 1.2859 -1.6008 -2.4578 0.01
H -1.5260 -4.8431 2.7833 -0.02
H -0.6860 4.2242 -4.2436 0.00
H -1.3462 0.1612 -4.7468 0.00
H 1.5563 2.1542 -4.4304 0.00
H -2.0444 1.5566 -3.9047 0.00
H 0.1140 -1.2179 -4.6600 0.00
H 0.8932 2.6414 2.2321 -0.03
H 4.2502 -2.3133 -5.0030 0.00
H 0.2194 4.6880 -1.6391 0.00
H -0.2675 -5.0687 0.5515 0.00
H 0.5172 -4.2156 1.8892 0.02
H 2.3843 2.6259 -2.2370 0.00
H 2.2923 4.7755 -3.8672 0.00
H 1.2186 0.1148 -4.9988 0.00
H 0.7167 -1.6580 1.7388 0.15
H -1.6431 6.1741 1.9631 0.00
H 2.9302 0.8428 -3.3104 0.00
```

***

Molecular formula: C10H20CoN4OSSbSe4
Method: DFT, wB97M-V/def2-TZVPD

## Properties
Multiplicity: 5
Total energy, a.u.: -12314.22802

```
42
Properties=species:S:1:pos:R:3:nbo_charge:R:1
Sb 2.5080 1.0132 2.4989 0.90
Se -0.0851 0.3892 2.9709 -0.27
Se 2.6620 0.6397 -0.1426 -0.63
Se 2.7388 3.3881 2.9036 -0.61
Se 3.8375 -0.6883 3.5915 -0.57
Co 0.6157 0.3529 0.8475 1.06
S -0.4802 2.8249 -1.0950 1.23
O -0.5977 1.5982 -0.2198 -1.07
N -0.4342 -2.7599 -1.9533 -0.46
N 0.8347 -3.8770 -0.2371 -0.46
N -1.5063 -3.4346 0.0953 -0.46
N 0.0800 -1.6025 0.1144 -0.58
C 1.1545 -2.6025 0.3580 -0.09
C -1.6611 -3.2639 -1.3439 -0.08
C -1.1696 -2.1604 0.6867 -0.08
C -0.4120 -4.3677 0.3370 -0.08
C 0.6498 -3.6945 -1.6718 -0.08
C -1.7916 3.9827 -0.5163 -0.58
C 0.2626 5.2088 -0.0350 -0.42
C -0.1096 -1.4881 -1.3514 -0.09
C 0.8370 3.8354 -0.3054 -0.60
C -1.1533 4.9522 0.4668 -0.42
H -2.1418 4.4727 -1.4238 0.23
H 0.8117 -1.1068 -1.8057 0.22
H 0.2498 5.8084 -0.9473 0.20
H 0.8672 5.7152 0.7191 0.25
H -1.7309 5.8734 0.5381 0.23
H 1.5743 -3.3061 -2.1049 0.21
H -1.0401 -2.2951 1.7664 0.21
H 2.0944 -2.2400 -0.0731 0.23
H -1.1080 4.4946 1.4583 0.22
H 1.0477 3.3252 0.6385 0.27
H -0.9192 -0.7750 -1.5472 0.21
H 0.4196 -4.6594 -2.1279 0.20
H -0.2838 -4.5016 1.4137 0.20
H -2.6009 3.3976 -0.0863 0.25
H 1.7282 3.8432 -0.9291 0.26
H -2.4715 -2.5522 -1.5338 0.20
H -1.9171 -4.2250 -1.7947 0.20
H -0.6563 -5.3319 -0.1151 0.20
H 1.2833 -2.7325 1.4397 0.22
H -1.9865 -1.4507 0.5160 0.21
```